C4H5LiO3Pd | ωB97M-V/def2-TZVPD

Atoms and positions in Å:
O -0.0844 1.5995 -1.2149
Li 0.9805 2.2982 0.5680
O 1.0070 2.5376 -1.2273
C 0.3712 0.3308 -1.4412
C -0.1720 -0.8064 -0.7359
H -0.3871 -1.5650 -1.5308
H 0.5926 0.3224 -2.5142
H 1.2702 -0.6262 -1.3359
O -1.8920 -1.1598 1.8071
C -0.8327 -0.4658 2.0808
C 0.1217 -0.2315 1.1025
Pd -1.4967 -1.8895 0.1328
H 1.2078 -0.1909 1.1845
H -0.6862 -0.1533 3.1244

Properties
**Total charge**: +1
**Multiplicity**: 4
**Electronic energy**: -515.8356 hartree
**Gap between HOMO and LUMO (alpha / beta)**: 7.10 / 5.47 eV
**HOMO level (alpha / beta)**: -11.1 / -12.9 eV

---

C4H5N | ωB97M-V/def2-TZVPD

Atoms and positions in Å:
C 0.6580 1.5936 -0.2519
C 0.7583 0.4074 -0.4982
C 0.7786 -1.0243 -0.5805
H 0.7596 2.6250 -0.2325
H 1.5561 -1.4361 -1.3434
H -0.3549 -1.1511 -0.7863
H 0.9302 -1.6066 0.3221
C -1.6012 0.2480 1.0502
N -1.6082 -0.8813 1.1482
H -1.8764 1.2254 1.1722

Properties
**SMILES string**: C#CC.C#N
**Electronic energy**: -210.0460 hartree
**Gap between HOMO and LUMO**: 10.98 eV
**HOMO level**: -9.9 eV

---

C4H5N | ωB97M-V/def2-TZVPD

Atoms and positions in Å:
N 0.2734 1.0406 -0.0771
C 1.3651 0.0972 -0.0742
C 0.9324 -1.1922 -0.0525
C -0.5760 -1.0151 0.0492
C -0.8763 0.4420 -0.0361
H 0.3729 2.0501 -0.1215
H 2.3570 0.5390 -0.0793
H -0.8451 -1.3361 1.0715
H -1.1962 -1.6223 -0.6189
H -1.8072 0.9968 -0.0610

Properties
**Electronic energy**: -210.0406 hartree
**Gap between HOMO and LUMO**: 7.85 eV
**HOMO level**: -7.4 eV

---

C4H5N | ωB97M-V/def2-TZVPD

Atoms and positions in Å:
C 1.5253 -0.2786 0.6712
C -0.0683 -0.1720 0.0267
C -2.5870 -0.2542 0.0277
C 1.0260 0.7583 -0.2696
N 0.5654 -1.2734 0.3755
H 2.0995 -0.2029 1.5269
H -2.3296 0.2948 -1.0297
H -2.7157 -1.3208 -0.1189
H 1.2339 1.8212 0.1621
H 1.2506 0.6276 -1.3720

Properties
**Electronic energy**: -209.8244 hartree
**Gap between HOMO and LUMO**: 7.47 eV
**HOMO level**: -8.0 eV

---

C4H5N | ωB97M-V/def2-TZVPD

Atoms and positions in Å:
C 0.7531 0.1539 -2.9234
C 0.4964 0.0009 -1.7179
C -0.0153 -0.3478 -0.3737
C -0.4339 0.2363 1.8207
N 0.0339 0.5719 0.5382
H 1.0918 0.2496 -3.8812
H -0.1682 -1.3185 -0.0065
H -1.4407 0.2110 1.8162
H -0.2197 0.9743 2.5097
H -0.0975 -0.7316 2.2179

Properties
**Multiplicity**: 3
**Electronic energy**: -209.9171 hartree
**Gap between HOMO and LUMO (alpha / beta)**: 7.32 / 6.70 eV
**HOMO level (alpha / beta)**: -6.3 / -9.4 eV

---

C4H5N2 | ωB97M-V/def2-TZVPD

Atoms and positions in Å:
C 1.0012 -0.5778 -0.7829
C 0.2003 -0.9572 -1.6286
C 0.9767 1.3527 0.7062
C -0.4362 1.1117 2.7470
N 0.2213 1.2870 1.6133
N -0.6601 -1.1134 -2.6271
H 1.6714 -0.5635 0.0228
H -1.4379 1.5528 2.5557
H -0.0063 0.5303 3.5939
H -0.6722 -0.5524 -3.3936
H -0.8581 -2.0703 -2.8068

Properties
**Total charge**: +1
**Electronic energy**: -264.4198 hartree
**Gap between HOMO and LUMO (alpha / beta)**: 5.10 / 8.88 eV
**HOMO level (alpha / beta)**: -13.0 / -14.7 eV

---

C4H5N2 | ωB97M-V/def2-TZVPD

Atoms and positions in Å:
C -1.7209 -0.7922 0.0287
C 0.2869 0.5758 -0.0405
C 1.1530 1.4566 0.1519
C -0.2716 -0.7362 0.0725
N -1.7285 1.5092 -0.2053
N -2.1388 0.4535 -0.0248
H -2.1361 -1.6542 0.3806
H 1.7294 1.5966 1.0440
H 1.6272 2.1595 -0.5881
H 0.1564 -1.0170 0.9965
H 0.1003 -1.3234 -0.8683

Properties
**Total charge**: +1
**Electronic energy**: -264.4230 hartree
**Gap between HOMO and LUMO (alpha / beta)**: 6.71 / 6.71 eV
**HOMO level (alpha / beta)**: -13.7 / -13.7 eV

---

C4H5N2O2 | ωB97M-V/def2-TZVPD

Atoms and positions in Å:
C 1.4162 0.9714 0.0146
N 0.7094 -0.2925 -0.0785
N 0.5639 -1.1986 1.0983
C -0.8477 -1.1812 0.7881
C -0.6950 -0.3800 -0.2771
C -1.6224 0.6723 -1.1891
O -0.9566 1.4919 -1.8170
O -2.8400 0.4987 -0.9637
H 0.8255 1.4371 -0.7869
H 1.2905 1.2671 1.1289
H 2.4719 0.7449 -0.0662
H 1.1530 -1.9898 0.9648
H -1.4687 -2.0414 1.1836

Properties
**SMILES string**: Cn1[nH]cc1C(=O)[O-]
**Total charge**: -1
**Electronic energy**: -415.3540 hartree
**Gap between HOMO and LUMO**: 8.27 eV
**HOMO level**: -4.0 eV

---

C4H5N2O2 | ωB97M-V/def2-TZVPD

Atoms and positions in Å:
O -3.1047 0.4284 -0.3268
C -2.2505 -0.2780 0.0887
O -2.0547 -1.3527 0.5566
N -0.7496 0.2912 -0.4418
C 0.2695 -0.7334 -0.4884
C 1.5164 -0.0012 0.1134
C 0.8864 1.2947 0.5368
N -0.3134 1.3628 0.1089
H 0.2218 -1.1497 -1.4745
H 0.0728 -1.4690 0.2427
H 2.3533 0.1670 -0.7073
H 1.8050 -0.6329 0.8826
H 1.3477 2.0725 0.9091

Properties
**SMILES string**: O=C([O-])N1CCC=N1
**Total charge**: -1
**Electronic energy**: -415.4002 hartree
**Gap between HOMO and LUMO**: 7.33 eV
**HOMO level**: -3.2 eV

---

C4H5N2O2 | ωB97M-V/def2-TZVPD

Atoms and positions in Å:
C 0.8169 -2.3674 -1.0393
C -1.5461 0.1855 0.9654
C 0.7567 1.0554 -0.1960
C 0.1063 -0.0224 -0.9664
N 0.5313 -1.2690 -0.9643
N -0.7071 0.8092 1.6722
O -2.5778 -0.1532 0.6012
O 0.6327 0.8315 1.2090
H 1.3603 -3.2895 -1.1635
H 1.8894 1.2638 -0.2802
H 0.2243 1.9513 -0.5251
H -0.4975 0.1101 -1.9311
H -0.9896 0.8947 2.6179

Properties
**Total charge**: +1
**Electronic energy**: -414.9378 hartree
**Gap between HOMO and LUMO (alpha / beta)**: 7.84 / 7.84 eV
**HOMO level (alpha / beta)**: -12.8 / -12.8 eV

---

C4H5N2O2S | ωB97M-V/def2-TZVPD

Atoms and positions in Å:
C -2.6593 -0.3424 -0.9643
C 0.1670 -0.4391 -0.8296
C 0.1422 1.4404 0.7029
C 1.2989 -0.5588 1.3534
N -0.9449 -0.1122 -1.4347
N 0.4605 0.1642 0.4180
O 0.4678 2.0347 1.7118
O -3.3262 0.1343 -1.8157
S 1.3279 -1.4802 -1.4555
H -0.4677 1.8964 -0.0943
H 1.0675 -1.6210 1.2946
H 2.3593 -0.4208 1.1270
H 1.0919 -0.1717 2.3497
H -0.9850 -0.5236 -2.3633

Properties
**Total charge**: -1
**Electronic energy**: -813.6426 hartree
**Gap between HOMO and LUMO**: 7.32 eV
**HOMO level**: -3.8 eV

---

C4H5N2O2S2 | ωB97M-V/def2-TZVPD

Atoms and positions in Å:
C 0.4766 0.0810 0.5996
C 1.8080 0.0624 0.2400
C -5.0266 1.2358 0.1492
C -0.7100 0.4436 0.0124
N 4.4304 -0.6550 0.0638
N -3.8975 1.0406 -0.8025
O -6.0804 1.0008 -0.4362
O -4.6666 1.6858 1.2145
S 3.1107 -0.9127 1.0085
S -2.6104 1.9653 -1.1502
H 0.1840 -0.2711 1.6751
H 2.0682 0.6179 -0.6533
H -1.5647 0.6191 0.7344
H 5.2290 -1.1274 0.6308
H -4.0077 0.3628 -1.4936

Properties
**Total charge**: -1
**Multiplicity**: 3
**Electronic energy**: -1211.6105 hartree
**Gap between HOMO and LUMO (alpha / beta)**: 5.56 / 6.26 eV
**HOMO level (alpha / beta)**: -3.8 / -4.7 eV

---

C4H5N2P | ωB97M-V/def2-TZVPD

Atoms and positions in Å:
C -1.4783 -1.9502 -1.6592
C -0.9080 -0.8912 -1.7461
N -0.3982 0.2782 -2.0692
C 0.2584 1.0314 -1.2938
N 0.5912 0.8213 0.0195
P 0.2893 -0.5665 0.9758
C 0.5775 0.0682 2.4887
H -1.9337 -2.8828 -1.5216
H 0.6013 1.9751 -1.7042
H 1.0427 1.6017 0.4823
H 0.8459 1.0966 2.6858
H 0.5118 -0.5818 3.3420

Properties
**SMILES string**: C#C/N=C\NP=C
**Electronic energy**: -606.1759 hartree
**Gap between HOMO and LUMO**: 8.72 eV
**HOMO level**: -8.6 eV

---

C4H5N2P | ωB97M-V/def2-TZVPD

Atoms and positions in Å:
C -1.4722 0.5123 0.9619
C -1.5710 -1.5841 1.0062
C -0.2509 0.0671 0.5398
C 2.4006 1.3444 -1.6862
N -2.2765 -0.5061 1.3218
N -0.3154 -1.2820 0.4778
P 1.0618 2.1393 -1.1285
H -1.7576 1.6187 1.1448
H -2.0451 -2.6539 0.9569
H 2.9367 1.9979 -2.2987
H 2.8665 0.3680 -1.5205
H 0.4232 -2.0216 0.2246

Properties
**Electronic energy**: -606.0991 hartree
**Gap between HOMO and LUMO (alpha / beta)**: 7.18 / 7.55 eV
**HOMO level (alpha / beta)**: -8.3 / -8.5 eV

---

C4H5N2S | ωB97M-V/def2-TZVPD

Atoms and positions in Å:
C 0.6295 1.1153 -1.0650
C 0.5762 1.9166 0.1391
C -0.6609 -0.8780 -0.5871
C -0.5905 -2.2118 0.0696
N 0.2573 -0.1855 -0.9470
N 0.0038 1.4501 1.1990
S -0.3288 2.3882 2.5023
H 1.1186 1.3135 -1.9216
H 0.8806 2.9466 -0.0751
H -0.7568 -2.9830 -0.7122
H 0.2849 -2.4889 0.7641
H -1.4138 -2.3832 0.6338

Properties
**Total charge**: -1
**Electronic energy**: -663.0191 hartree
**Gap between HOMO and LUMO (alpha / beta)**: 5.89 / 6.00 eV
**HOMO level (alpha / beta)**: -2.3 / -2.3 eV

---

C4H5N3 | ωB97M-V/def2-TZVPD

Atoms and positions in Å:
C -1.3192 -0.1986 1.4087
N -0.9090 0.6679 0.6020
N 0.0335 0.2867 -0.2446
C 0.5609 -1.0079 -0.3490
N 0.6446 1.2952 -0.9861
C 0.7224 2.5942 -1.1730
C 1.4774 1.5934 -1.9759
H -2.0965 0.1008 2.1264
H -0.9608 -1.3101 1.5987
H 1.5135 -0.9744 -0.9319
H 0.6510 -1.4740 0.7259
H -0.3178 -1.5733 -0.8013

Properties
**SMILES string**: C=NN(C)N1C#C1
**Electronic energy**: -319.3940 hartree
**Gap between HOMO and LUMO**: 10.20 eV
**HOMO level**: -9.7 eV

---

C4H5N3 | ωB97M-V/def2-TZVPD

Atoms and positions in Å:
N 2.2642 -0.5392 0.6372
C 1.2964 -0.9226 1.2120
C 0.6484 -0.1169 -0.4003
C -0.6502 -0.9217 -0.5193
N -1.6165 -0.2023 0.3037
C -1.1012 0.9335 0.5229
N 0.1640 1.1373 -0.0381
H 1.3342 -0.1519 -1.2355
H -0.9781 -0.8661 -1.5672
H -0.5585 -1.9676 -0.2356
H -1.5828 1.7344 1.0794
H 0.7801 1.8832 0.2408

Properties
**Electronic energy**: -319.5864 hartree
**Gap between HOMO and LUMO**: 10.68 eV
**HOMO level**: -9.9 eV

---

C4H5N3 | ωB97M-V/def2-TZVPD

Atoms and positions in Å:
H 0.0254 2.2672 1.1215
N 0.2814 1.4750 1.6664
C 0.2076 0.4680 0.8139
C 0.4986 -0.9655 0.8222
N 0.7097 -2.0638 0.7532
N -0.0749 0.8339 -0.5521
C 0.0034 -0.0820 -1.8035
C -1.3290 0.0285 -1.0971
H 0.0011 0.4947 -2.7557
H 0.8450 -0.9174 -1.8090
H -2.0714 0.5509 -1.7334
H -1.4968 -0.8055 -0.3090

Properties
**SMILES string**: [H]/N=C(/C#N)N1CC1
**Electronic energy**: -319.5551 hartree
**Gap between HOMO and LUMO**: 9.99 eV
**HOMO level**: -10.1 eV

---

C4H5N3 | ωB97M-V/def2-TZVPD

Atoms and positions in Å:
C 1.5827 0.0742 -0.1140
C 0.1979 0.1870 -0.1922
C -0.8870 -0.9476 1.7138
C -0.7876 0.2099 0.9058
N 2.0712 0.1896 -1.3770
N -0.1185 0.4261 -1.5112
N 1.0050 0.3735 -2.1754
H -0.8109 -0.7692 2.7026
H -0.8661 -1.8944 1.3753
H -0.5367 1.0739 1.5943
H -1.7655 0.3127 0.1994
H 0.9154 0.7643 -3.1216

Properties
**Electronic energy**: -319.4586 hartree
**Gap between HOMO and LUMO (alpha / beta)**: 10.27 / 6.64 eV
**HOMO level (alpha / beta)**: -10.1 / -8.2 eV

---

C4H5N3 | ωB97M-V/def2-TZVPD

Atoms and positions in Å:
N -0.0258 2.3371 -0.8045
C -0.7609 1.4464 -0.8902
C -1.6993 0.3355 -1.0320
C 1.8589 -0.4359 -0.1524
N 1.1397 -0.6633 0.8673
C 0.3176 -0.8014 1.7717
N -2.1316 -0.3847 -0.0837
H -2.0390 0.1497 -2.0512
H 2.0418 -1.2292 -0.8670
H 2.2728 0.5556 -0.2957
H 0.7233 -1.1642 2.7231
H -1.6974 -0.1456 0.8146

Properties
**Electronic energy**: -319.5507 hartree
**Gap between HOMO and LUMO**: 8.92 eV
**HOMO level**: -8.7 eV